The following is a DFT calculation (wB97M-V/def2-TZVPD) of a structure of composition C51H48N7O5PS2Ti.

Last column: Mulliken charge in e.
CARTESIAN COORDINATES (ANGSTROEM)
Ti: -1.0948 -0.6764 0.1601  -1.7914
C: 3.4511 -1.4243 4.8456  -1.2212
C: 2.4478 -0.2929 4.6505  0.3725
N: 1.0736 -0.7553 4.6315  -0.0826
C: 0.5341 -1.4779 3.5904  -0.6102
S: -0.7194 -2.5496 3.9979  -0.4648
N: 1.1452 -1.2881 2.4339  -0.5199
N: 0.5830 -1.7062 1.2741  1.2602
C: 1.2671 -2.5490 0.5673  1.0753
C: 2.5543 -3.1609 1.0064  -1.6670
C: 0.6060 -3.0408 -0.6497  0.2802
C: 1.1175 -4.1002 -1.3849  -0.9237
C: 0.3576 -4.6325 -2.4108  -1.0354
C: -0.8935 -4.1009 -2.6707  -1.4478
C: -1.3270 -3.0260 -1.9183  -0.5080
N: -0.5920 -2.4983 -0.9354  1.5861
H: 4.4741 -1.0562 4.7565  0.3657
H: 3.2967 -2.1989 4.0926  0.1877
H: 3.3407 -1.8865 5.8277  0.3816
H: 2.6421 0.2316 3.7205  -0.5262
H: 2.5331 0.4421 5.4534  0.5312
H: 0.7088 -1.0902 5.5123  0.3498
H: 2.3814 -4.1713 1.3868  0.4152
H: 2.9909 -2.5715 1.8035  -0.1817
H: 3.2511 -3.2266 0.1701  0.4758
H: 2.0831 -4.5117 -1.1379  0.6554
H: 0.7344 -5.4638 -2.9915  0.5188
H: -1.5349 -4.5017 -3.4406  0.5987
H: -2.2951 -2.5796 -2.0879  0.5892
C: 4.0353 0.0727 1.5560  -0.8112
C: 4.2011 0.8106 0.2695  0.8020
C: 5.4856 0.8444 -0.2556  -0.6157
C: 5.7708 1.4929 -1.4418  -1.2129
C: 4.7285 2.0990 -2.1052  -0.8403
C: 3.4202 2.0827 -1.6195  1.0638
C: 2.4462 2.7475 -2.5646  -1.1292
C: 3.1306 1.4504 -0.3966  -0.2284
N: 1.7770 1.3229 0.0971  1.0050
C: 1.5704 1.6745 1.3818  -0.1950
O: 2.3998 2.1692 2.1361  -0.7151
C: 0.1603 1.5469 2.0370  -0.5215
C: -0.0798 2.4840 3.0312  -0.7103
C: -1.2443 2.4377 3.7764  -1.5057
C: -2.1409 1.4067 3.5665  -0.7043
C: -1.8396 0.4883 2.5846  0.0840
N: -0.7533 0.5813 1.7977  1.6518
C: -2.8093 -0.6512 2.3483  -0.3939
O: -3.7735 -0.7997 3.0550  -0.6364
N: -2.4966 -1.4241 1.2259  2.0704
C: -3.4396 -2.4331 0.7899  0.2183
C: -4.7689 -2.0863 0.4757  1.3512
C: -5.4366 -0.7797 0.8135  -1.7184
C: -5.5707 -3.0439 -0.1363  -1.0398
C: -5.1199 -4.3277 -0.3844  -1.1433
C: -3.8534 -4.6816 0.0342  -0.7763
C: -3.0057 -3.7576 0.6396  1.1661
C: -1.6987 -4.2840 1.1602  -0.8816
H: 4.1656 0.7582 2.3917  0.4639
H: 4.7819 -0.7198 1.6350  0.6659
H: 3.0460 -0.3613 1.6669  -0.5415
H: 6.2748 0.3453 0.2943  0.4669
H: 6.7757 1.5158 -1.8411  0.3763
H: 4.9086 2.5996 -3.0495  0.4572
H: 2.4052 2.1910 -3.5028  0.5529
H: 2.7885 3.7599 -2.7874  0.7000
H: 1.4345 2.8300 -2.1926  -0.6223
H: 0.6713 3.2413 3.1923  0.6423
H: -1.4349 3.1903 4.5299  0.4752
H: -3.0429 1.2628 4.1419  0.6691
H: -6.2410 -0.5940 0.1046  0.4871
H: -4.7726 0.0770 0.8039  0.0892
H: -5.8550 -0.8510 1.8183  0.4622
H: -6.5805 -2.7645 -0.4073  0.4264
H: -5.7629 -5.0493 -0.8705  0.4238
H: -3.5001 -5.6986 -0.0905  0.4727
H: -1.9049 -5.0180 1.9414  0.5951
H: -1.0831 -3.5178 1.6207  -0.9901
H: -1.1436 -4.8018 0.3725  0.2737
O: -1.9878 -0.4964 -1.5638  -0.2286
S: -3.1113 0.5345 -1.4146  1.8908
O: -4.3711 0.0121 -1.8290  -0.8017
O: -2.9452 0.9998 -0.0350  -0.8562
C: -2.6213 1.8288 -2.4576  0.2141
C: -3.5628 2.4159 -3.2969  -0.6296
C: -3.1700 3.4891 -4.0731  -0.9385
C: -1.8584 3.9444 -3.9857  -0.9136
C: -0.9517 3.3457 -3.1285  -0.2888
C: -1.3060 2.2542 -2.3308  -0.4961
P: -0.0266 1.5259 -1.0563  2.7957
C: -0.0341 3.2640 -0.2885  1.8177
C: 1.0523 4.0756 0.0212  -0.2597
C: 0.8703 5.3126 0.6269  -0.9823
C: -0.3957 5.7489 0.9758  -0.8355
C: -1.4852 4.9278 0.7206  -0.9428
C: -1.3060 3.7096 0.0894  -0.7593
C: 0.8478 0.5014 -2.3726  1.7533
C: 1.7757 -0.4754 -2.0021  -0.1696
C: 2.3358 -1.3438 -2.9286  -0.4396
C: 1.9742 -1.2764 -4.2624  -1.1670
C: 1.0185 -0.3470 -4.6469  -1.0053
C: 0.4628 0.5196 -3.7182  -0.4043
H: -4.5693 2.0258 -3.3284  0.6078
H: -3.8751 3.9701 -4.7368  0.4079
H: -1.5412 4.7855 -4.5881  0.4728
H: 0.0499 3.7513 -3.0768  0.2488
H: 2.0642 3.7422 -0.1469  0.2885
H: 1.7378 5.9197 0.8499  0.4702
H: -0.5312 6.7084 1.4567  0.3979
H: -2.4812 5.2317 1.0148  0.4851
H: -2.1710 3.0859 -0.0782  0.2282
H: 2.0620 -0.5837 -0.9674  -0.7491
H: 3.0681 -2.0677 -2.5941  0.5284
H: 2.4214 -1.9403 -4.9897  0.4135
H: 0.6973 -0.2889 -5.6783  0.4821
H: -0.2790 1.2145 -4.0775  0.5221

lowest unoccupied orbital energy	-1.55	eV
strongest force on any atom	0.7	eV Å⁻¹
E	-128410.98591	eV
relative energy (zero: lowest compared OMol25 entry of this formula, charge and spin)	65.2	kcal/mol
net charge	0